The following is a quantum chemistry calculation of a structure of composition C28H25N10O5PW, from the OMol25 dataset.

The HOMO-LUMO gap (spin up / spin down) comes out at 0.171 / 0.166 Eh. The electronic energy is -2413.6709 a.u. Its total charge is +2. For the energy above the lowest of the compared OMol25 structures with the same formula, charge and spin, the calculation gives 24.3 kcal/mol.

Atoms and positions in Å:
W: 0.3014 0.0501 -0.5103
C: -2.8666 -0.1545 4.0594
N: -1.9308 0.3297 3.0810
C: -1.4104 1.5807 3.0148
C: -0.5961 1.6328 1.9226
N: -0.6018 0.4109 1.2908
C: -1.4472 -0.3754 2.0135
P: -1.6059 -2.1757 1.7921
C: 0.1545 -2.4962 1.4178
N: 0.8525 -1.8995 0.4319
C: 2.0820 -2.4989 0.4378
C: 2.1236 -3.4394 1.4284
N: 0.9161 -3.4226 2.0428
C: 0.5107 -4.2303 3.1621
C: -1.9791 -2.1574 -0.0219
N: -1.3219 -1.4293 -0.9389
C: -1.8576 -1.7744 -2.1461
C: -2.8178 -2.7281 -1.9535
N: -2.8842 -2.9596 -0.6186
C: -3.7386 -3.9246 0.0246
H: -3.2679 0.6846 4.6245
H: -3.6899 -0.6761 3.5687
H: -2.3849 -0.8435 4.7571
H: -1.6472 2.3402 3.7328
H: -0.0071 2.4573 1.5550
H: 2.8424 -2.2354 -0.2728
H: 2.9110 -4.1078 1.7129
H: 1.3541 -4.8290 3.5015
H: 0.1731 -3.5934 3.9820
H: -0.3047 -4.9000 2.8824
H: -1.5262 -1.3318 -3.0674
H: -3.4317 -3.2469 -2.6612
H: -4.4030 -4.3606 -0.7191
H: -3.1508 -4.7269 0.4762
H: -4.3397 -3.4520 0.8021
O: 4.1387 5.2161 -3.1699
C: 2.9484 5.2308 -3.3322
O: 2.0568 5.8985 -3.7882
C: 2.2782 3.8794 -2.6371
C: 0.9330 3.6179 -2.8235
C: 0.3648 2.5522 -2.1330
N: 1.0885 1.7812 -1.2630
C: 2.4106 2.0842 -1.0779
C: 3.0350 3.1265 -1.7630
C: 2.9924 1.3185 -0.0040
C: 4.3174 1.4201 0.4334
C: 4.6886 0.7959 1.6023
C: 3.7090 0.1223 2.3386
C: 2.4408 0.0128 1.8232
N: 2.0678 0.5439 0.6372
C: -1.0368 2.2073 -2.1313
C: -2.0103 2.8008 -2.9408
C: -3.3354 2.4701 -2.7648
C: -3.6651 1.5916 -1.7299
C: -2.6596 1.0257 -0.9859
N: -1.3443 1.2629 -1.1943
H: 0.3557 4.2518 -3.4770
H: 4.0735 3.3766 -1.6114
H: 5.0350 1.9758 -0.1474
H: 5.7057 0.8409 1.9553
H: 3.9465 -0.3056 3.2993
H: 1.6694 -0.4965 2.3946
H: -1.7177 3.5072 -3.6995
H: -4.0997 2.8863 -3.3998
H: -4.6956 1.3618 -1.5126
H: -2.9161 0.3609 -0.1676
O: 0.3768 -0.1959 -2.8461
N: 1.5803 -0.5663 -2.9301
O: 2.1456 -0.7202 -3.9555
O: 2.1117 -0.7528 -1.8029

Mulliken charges in e: W -0.561; C -0.805; N 0.163; C -0.734; C -0.726; N 1.533; C -0.332; P -0.396; C -0.054; N 0.179; C -0.528; C -0.732; N 0.190; C -0.807; C -0.124; N 0.285; C -0.583; C -0.781; N 0.138; C -0.811; H 0.355; H 0.355; H 0.325; H 0.533; H 0.568; H 0.699; H 0.526; H 0.344; H 0.357; H 0.326; H 0.667; H 0.497; H 0.344; H 0.335; H 0.344; O -0.642; C 0.286; O -0.643; C -0.856; C -0.944; C 1.028; N 1.244; C 0.727; C -0.873; C 0.776; C -0.965; C -0.713; C -1.101; C 0.001; N 0.494; C 0.805; C -1.027; C -0.710; C -1.139; C 0.062; N 0.250; H 0.674; H 0.650; H 0.538; H 0.509; H 0.506; H 0.385; H 0.525; H 0.511; H 0.504; H 0.395; O -0.348; N 0.938; O -0.590; O -0.344

=====

The following is a quantum chemistry calculation of a structure of composition C28H25N5O2SV, from the OMol25 dataset.

The HOMO-LUMO gap (spin up / spin down) comes out at 0.156 / 0.178 Eh. The electronic energy is -2848.2322 a.u. Its total charge is 0. For the energy above the lowest of the compared OMol25 structures with the same formula, charge and spin, the calculation gives 146.1 kcal/mol. The spin multiplicity is 2.

Atoms and positions in Å:
V: 0.0117 -0.0314 -0.0779
N: -0.3479 -3.4079 2.7151
C: -0.5780 -2.2890 1.9806
N: 0.2656 -1.6258 1.2337
C: 1.5701 -2.1236 1.1666
N: 2.4846 -1.5058 0.4979
N: 1.9794 -0.3679 -0.1465
C: 2.6450 0.7434 0.1375
C: 2.0193 1.9810 -0.2550
C: 2.7284 3.1882 -0.3377
C: 2.0269 4.3139 -0.7011
C: 0.6482 4.2171 -0.9586
C: 0.0353 2.9873 -0.8346
N: 0.6798 1.8648 -0.4832
C: 1.9129 -3.3697 1.9074
C: 3.1950 -3.9102 1.8606
C: 3.4833 -5.0671 2.5705
C: 2.4932 -5.6830 3.3282
C: 1.2147 -5.1484 3.3747
C: 0.9154 -3.9978 2.6555
H: -1.1080 -3.9024 3.1505
H: -1.6262 -1.9494 2.0385
H: 3.5861 0.7659 0.6890
H: 3.7900 3.2292 -0.1358
H: 2.5322 5.2688 -0.7915
H: 0.0732 5.0861 -1.2488
H: -1.0270 2.8698 -1.0218
H: 3.9645 -3.4279 1.2718
H: 4.4811 -5.4873 2.5355
H: 2.7225 -6.5824 3.8874
H: 0.4564 -5.6352 3.9789
O: -0.1618 -0.7359 -1.5186
O: 0.2133 0.8740 1.7259
S: 0.9595 0.2242 2.8990
C: -0.5041 -0.6666 3.5449
C: -0.1457 -1.3700 4.8370
C: 0.8714 -2.3179 4.9180
C: 1.1705 -2.9347 6.1278
C: 0.4558 -2.6115 7.2719
C: -0.5596 -1.6673 7.2074
C: -0.8586 -1.0503 6.0008
C: 0.7260 1.6412 4.0419
C: 2.0601 2.2448 4.3964
C: 2.3473 3.5687 4.0736
C: 3.5789 4.1209 4.4073
C: 4.5299 3.3541 5.0669
C: 4.2492 2.0328 5.3943
C: 3.0200 1.4804 5.0615
H: -0.8393 -1.3952 2.6948
H: -1.3446 0.0200 3.7199
H: 1.4399 -2.5777 4.0497
H: 1.9649 -3.6685 6.1758
H: 0.6907 -3.0926 8.2124
H: -1.1180 -1.4114 8.0984
H: -1.6535 -0.3144 5.9689
H: 0.2434 1.3121 4.9717
H: 0.0702 2.3849 3.5788
H: 1.6153 4.1793 3.5589
H: 3.7964 5.1499 4.1528
H: 5.4881 3.7848 5.3266
H: 4.9890 1.4342 5.9097
H: 2.8114 0.4486 5.3243

Mulliken charges in e: V 0.408; N 0.208; C -1.145; N 0.213; C 0.285; N -0.865; N 0.067; C -0.902; C 1.210; C -1.077; C -0.167; C -0.824; C -0.350; N 0.160; C 1.250; C -0.572; C -0.698; C -0.646; C -0.787; C -0.256; H 0.270; H 0.630; H 0.330; H 0.448; H 0.415; H 0.392; H 0.424; H 0.509; H 0.420; H 0.411; H 0.435; O -0.791; O -0.565; S 0.446; C -0.808; C 0.409; C 0.506; C -1.018; C -0.602; C -0.771; C -0.555; C -0.327; C 0.307; C -0.409; C -0.722; C -0.409; C -0.772; C -0.025; H 0.083; H 0.895; H 0.473; H 0.483; H 0.418; H 0.410; H 0.425; H 0.294; H 0.414; H 0.385; H 0.392; H 0.388; H 0.395; H 0.457

=====

The following is a quantum chemistry calculation of a structure of composition C28H25NO6S, from the OMol25 dataset.

The HOMO-LUMO gap comes out at 0.274 Eh. The electronic energy is -1985.4574 a.u. Its total charge is 0. For the energy above the lowest of the compared OMol25 structures with the same formula, charge and spin, the calculation gives 571.8 kcal/mol.

Atoms and positions in Å:
C: -2.9854 -2.8666 -1.1791
H: -3.1199 -3.4547 -0.3773
H: -1.8372 -2.9343 -1.5672
H: -3.6266 -3.2124 -2.1070
C: -3.2565 -1.5581 -1.1364
C: -2.4942 -1.0609 0.2730
O: -2.8891 -1.3658 1.5179
C: -1.1799 -0.3128 -0.1996
C: -0.3317 -0.0936 0.8447
N: 0.9538 0.4396 0.7656
C: 1.2057 1.1271 -0.4698
C: 0.3272 0.8432 -1.6427
C: -0.8252 -0.0711 -1.5252
C: -1.7016 0.0643 -2.4108
C: -3.0318 -0.6177 -2.4203
O: -3.9710 -0.5917 -3.0089
H: -1.4567 0.2335 -3.3631
H: 0.6920 1.0589 -2.4299
C: 2.6730 1.6867 -0.7394
C: 2.9216 2.8117 -0.0025
S: 4.4932 3.2114 -0.6712
C: 4.5794 1.8986 -1.3885
C: 3.5758 1.1517 -1.4571
H: 3.4047 0.1608 -1.8716
H: 5.6075 1.8006 -2.3208
H: 2.4659 3.4360 0.5061
C: 1.8619 0.3939 1.8766
C: 3.2191 0.1099 1.5102
C: 4.2857 0.5412 2.0041
C: 5.6427 0.0005 1.6412
C: 5.6260 -1.0374 0.8317
C: 4.3943 -1.8215 0.4119
C: 3.2304 -1.2344 0.8822
H: 2.2685 -1.9124 0.5660
O: 4.6820 -3.0144 -0.1323
C: 6.1661 -2.8131 -0.1658
O: 6.7031 -1.8726 0.2560
H: 6.4409 -3.0232 -0.9910
H: 6.4569 -3.8834 0.3222
H: 6.4096 0.6642 1.9332
H: 4.4101 1.4392 2.5839
H: 1.8615 1.6995 2.3938
H: 1.3080 0.0228 2.7656
H: -0.5857 -0.5904 1.9630
O: -4.7664 -1.1741 -0.7010
C: -4.8114 -0.0689 -0.2366
O: -4.0708 0.7768 -0.1217
C: -6.2818 -0.0641 0.2346
H: -6.9792 -0.3568 -0.6535
C: -7.0135 1.6004 0.4251
H: -6.1684 2.2739 -0.1571
C: -6.9165 1.7928 1.8357
C: -7.1900 0.4489 2.3163
H: -7.1380 0.1888 3.5833
C: -6.4280 -0.6564 1.7027
H: -6.9554 -1.4792 1.7244
H: -5.5785 -0.7643 1.9634
H: -8.5212 0.2433 2.2717
H: -7.5929 2.6490 2.1888
H: -5.7987 1.9747 2.5548
H: -7.8090 1.5909 -0.1500

Mulliken charges in e: C -1.772; H 0.457; H 0.273; H 0.388; C 1.364; C 0.278; O -0.801; C 0.392; C -0.227; N 0.363; C 0.716; C -2.546; C 1.609; C -0.891; C 0.219; O -0.446; H 0.510; H 0.955; C 0.587; C -1.481; S -0.284; C -0.045; C -0.846; H 0.534; H 0.189; H 1.000; C -1.633; C 1.347; C -0.374; C -1.112; C 0.559; C 0.821; C -0.686; H 0.055; O -0.462; C -0.614; O -0.303; H 0.460; H 0.232; H 0.413; H 0.362; H 0.270; H 0.498; H 0.126; O -0.388; C 0.399; O -0.553; C 0.172; H 0.355; C -0.946; H 0.168; C -0.228; C -0.346; H 0.256; C -1.700; H 0.437; H 0.729; H 0.200; H 0.294; H 0.175; H 0.522